1.
Entry from the Open Molecules 2025 dataset: C23H29N5OS in the gas phase (the ωB97M-V functional and the def2-TZVPD basis).

Summary:
Energy relative to the best compared isomer or geometry (same formula, charge and spin) (kJ/mol): 0.0
HOMO energy (eV): -7.76
Structure (SMILES): Cc1ccc2[nH]c(=O)c(CN(Cc3cccnc3)C(=S)NCCCN(C)C)cc2c1
Kohn-Sham gap (eV): 7.59

The geometry in ORCA input format:
```
! RIJCOSX wB97M-V def2-TZVPD def2/J DEFGRID3
* xyz 0 1
C 3.1819 -3.6287 5.0540
C 2.9267 -2.6882 3.9185
C 3.7855 -1.6008 3.7103
C 3.5737 -0.7046 2.6895
C 2.4781 -0.8690 1.8410
N 2.2244 0.0048 0.8179
C 1.1418 -0.0355 -0.0187
O 1.0334 0.8012 -0.9106
C 0.2011 -1.1180 0.2294
C -1.0992 -1.1062 -0.5325
N -2.0579 -0.1952 0.0659
C -2.6386 -0.6142 1.3226
C -1.6947 -0.4295 2.4783
C -0.9218 0.7216 2.5980
C -0.0268 0.8279 3.6473
C 0.0607 -0.2225 4.5488
N -0.6886 -1.3077 4.4656
C -1.5421 -1.4008 3.4626
C -2.3806 1.0192 -0.4683
S -3.7076 1.8657 0.0709
N -1.6229 1.4775 -1.4788
C -1.9023 2.7450 -2.1162
C -1.0430 2.8884 -3.3651
C -1.4266 1.8619 -4.4314
N -0.7533 2.1115 -5.6958
C 0.6474 1.7485 -5.6508
C -1.4199 1.4436 -6.7939
C 0.4660 -2.0455 1.1795
C 1.6043 -1.9544 2.0307
C 1.8515 -2.8549 3.0739
H 2.5023 -4.4751 5.0179
H 3.0393 -3.1137 6.0033
H 4.2064 -3.9961 5.0245
H 4.6298 -1.4660 4.3703
H 4.2433 0.1300 2.5408
H 2.8750 0.7662 0.6595
H -1.5371 -2.1112 -0.5128
H -0.9345 -0.8186 -1.5723
H -3.5315 0.0060 1.4768
H -2.9501 -1.6611 1.2508
H -1.0216 1.5171 1.8731
H 0.5887 1.7066 3.7648
H 0.7569 -0.1964 5.3765
H -2.1357 -2.3070 3.4395
H -0.6371 1.2116 -1.4926
H -1.7025 3.5742 -1.4232
H -2.9667 2.7749 -2.3657
H -1.1738 3.8869 -3.7823
H 0.0032 2.7700 -3.0798
H -1.2233 0.8422 -4.0582
H -2.5022 1.9422 -4.6085
H 1.1514 2.3228 -4.8775
H 0.7998 0.6755 -5.4470
H 1.1067 1.9876 -6.6089
H -0.9154 1.7013 -7.7242
H -2.4509 1.7889 -6.8537
H -1.4220 0.3461 -6.6909
H -0.2168 -2.8688 1.3376
H 1.1678 -3.6773 3.2195
*
```

2.
Entry from the Open Molecules 2025 dataset: a molecular structure, C24H67HfN3O12 (the ωB97M-V functional and the def2-TZVPD basis).

Summary:
HOMO energy (eV): -12.50
Kohn-Sham gap (eV): 1.88

The geometry in ORCA input format:
```
! RIJCOSX wB97M-V def2-TZVPD def2/J DEFGRID3
* xyz 2 1
Hf 4.7273 -1.9237 1.0944
C 2.1873 -3.3140 -2.3183
C 2.1993 -3.8326 -0.8365
O 3.3652 -3.5591 -0.1620
H 2.3744 -2.2432 -2.3985
H 1.1772 -3.3979 -2.7193
H 2.8635 -3.9319 -2.9090
H 2.0932 -4.9174 -0.8235
H 1.2683 -3.5238 -0.3611
C 0.4074 -0.3812 0.1617
C 1.4484 0.0518 1.2049
O 2.7760 -0.4284 1.0534
H 0.6268 -0.1165 -0.8727
H -0.5620 0.0555 0.4020
H 0.3115 -1.4668 0.1803
H 0.9914 -0.1344 2.1768
H 1.5006 1.1389 1.1445
C -5.1087 4.1078 -2.3855
O -4.2689 3.8325 -1.2064
C -3.5904 2.5830 -1.3948
C -2.7683 1.9345 -0.1741
N -3.4581 1.8488 1.1635
C -4.5125 0.8151 1.0803
C -4.9625 0.3863 2.5626
O -3.8409 -0.2189 3.2426
C -3.8694 0.0302 4.6354
H -4.6504 3.8267 -3.3337
H -5.4348 5.1466 -2.3340
H -6.0464 3.5611 -2.2859
H -2.8725 2.7972 -2.1866
H -4.3429 1.8561 -1.7002
H -1.8600 2.5128 -0.0054
H -2.4895 0.9416 -0.5270
H -2.8025 1.5039 1.8501
H -4.1680 -0.0836 0.5687
H -5.3353 1.3082 0.5627
H -5.7830 -0.3288 2.5027
H -5.3143 1.2498 3.1271
H -2.9300 -0.2807 5.0926
H -4.7604 -0.3386 5.1435
H -3.7007 1.1061 4.6806
C -1.9218 -2.4270 2.4580
O -1.7657 -3.8740 2.5881
C -0.3468 -4.0924 2.6954
C 0.3144 -3.7588 3.9975
N 0.6655 -2.3262 4.0757
C 1.1697 -1.9399 5.4204
C 1.1125 -0.4187 5.5692
O -0.1268 0.1052 5.2570
C -0.1396 1.5145 5.0583
H -1.3025 -1.8284 1.7900
H -1.7126 -1.9781 3.4291
H -2.9756 -2.2047 2.2900
H 0.1464 -3.7036 1.8045
H -0.2349 -5.1749 2.6331
H 1.2540 -4.3041 4.0872
H -0.4009 -4.1134 4.7396
H 0.0538 -1.5970 3.7378
H 2.1822 -2.2958 5.6109
H 0.5511 -2.4668 6.1469
H 1.8835 0.0195 4.9356
H 1.5400 -0.2140 6.5507
H 0.4490 1.7920 4.1839
H 0.0030 2.0953 5.9695
H -1.1868 1.7164 4.8331
C -0.9093 -1.8689 -2.8369
O -0.5003 -1.2434 -4.0486
C -0.3651 0.1878 -3.9723
C 0.1354 0.8479 -5.3086
N 1.5992 0.7262 -5.5470
C 2.1377 -0.6528 -5.5375
C 3.5215 -0.7856 -6.2230
O 3.3459 -0.6237 -7.6326
C 4.5821 -0.7217 -8.3173
H -0.0924 -1.8633 -2.1152
H -1.1375 -2.9175 -3.0277
H -1.8276 -1.3870 -2.5015
H 0.2971 0.5370 -3.1800
H -1.3349 0.6133 -3.7145
H -0.0736 1.9172 -5.2785
H -0.4282 0.4999 -6.1742
H 1.7550 0.9840 -6.5110
H 1.5239 -1.3923 -6.0517
H 2.1847 -1.0268 -4.5147
H 4.0306 -1.7088 -5.9464
H 4.1243 0.0215 -5.8065
H 5.3819 -0.1679 -7.8258
H 4.4403 -0.2969 -9.3111
H 4.8939 -1.7645 -8.3768
O 4.3749 -1.0578 -1.1829
H 3.5977 -0.7217 -1.6293
H 5.0754 -0.9820 -1.8308
O 2.7366 2.7594 -0.9554
H 2.5585 2.1978 -0.2009
H 3.0208 3.5902 -0.5743
O 4.6304 -0.6255 3.2862
H 5.0050 -1.1591 3.9870
H 4.3851 0.1948 3.7141
C -0.7412 5.1345 0.7181
C -0.1902 3.9528 1.5265
O 0.8107 4.4901 2.4388
H 0.1260 5.7068 0.3886
H -1.3276 5.8024 1.3490
H -1.3825 4.9264 -0.1383
H 0.3451 3.2398 0.8994
H -0.9124 3.3380 2.0637
H 0.5068 4.6013 3.3426
*
```

3.
Entry from the Open Molecules 2025 dataset: a gas-phase ion, C7H12ClN3O (charge +2) (the ωB97M-V functional and the def2-TZVPD basis).

Summary:
HOMO energy (eV): -16.17
Kohn-Sham gap (eV): 7.98

The geometry in ORCA input format:
```
! RIJCOSX wB97M-V def2-TZVPD def2/J DEFGRID3
* xyz 2 1
C 1.9327 1.1613 0.0481
C 1.3777 -1.2675 0.5667
C 2.3315 -0.3210 0.2840
C 0.6897 1.6670 -0.1549
C -1.0860 -1.3308 -0.6921
C -0.4689 -0.3912 0.3730
C 0.2004 3.1067 -0.2522
N -0.9708 -2.6402 -0.7483
N -1.6098 -0.7229 -1.7672
N -1.0088 -0.4846 1.7861
O -0.4130 0.8886 -0.0555
Cl 3.9764 -0.7193 0.3490
H 2.6702 1.8779 -0.2198
H 1.3849 -2.3546 0.6383
H -0.7668 3.1556 -0.7647
H 0.9294 3.8385 -0.7279
H 0.0741 3.2994 0.7848
H -0.7272 -3.3675 -0.1432
H -1.3422 -3.0375 -1.5825
H -1.7326 0.2765 -1.6790
H -2.0726 -1.1773 -2.4514
H -1.6768 0.1856 2.0520
H -0.1660 -0.2685 2.4072
H -1.5251 -1.3743 1.9495
*
```

4.
Entry from the Open Molecules 2025 dataset: a molecular structure, C3H11FO3Si2 (the ωB97M-V functional and the def2-TZVPD basis).

Summary:
HOMO energy (alpha / beta) (eV): -3.54 / -11.14
Kohn-Sham gap (alpha / beta) (eV): 3.67 / 7.24
⟨S²⟩: 2.011

The geometry in ORCA input format:
```
! RIJCOSX wB97M-V def2-TZVPD def2/J DEFGRID3
* xyz 0 3
C -1.7188 -1.4245 -1.3558
C -2.7504 1.0623 0.0105
C 3.0546 1.4456 0.7395
O -0.9689 -0.9726 1.5210
O 1.7285 -1.6726 1.1859
O 0.2915 0.8229 -0.3504
F 2.4730 -0.2146 -1.4905
Si -1.5737 -0.4196 0.2073
Si 1.7770 0.6672 -0.3142
H -2.1298 -2.4315 -1.0865
H -2.5471 -0.9375 -1.8705
H -0.9310 -1.3541 -2.0327
H -3.7443 0.7226 -0.2178
H -2.9054 1.6379 0.9860
H -2.3831 1.7132 -0.7506
H 3.2783 0.8478 1.6904
H 4.0726 1.7069 0.1073
H 2.6705 2.3118 1.2239
H 0.8036 -1.3503 1.3498
H 1.5031 -2.1608 0.4475
*
```

5.
Entry from the Open Molecules 2025 dataset: a molecular structure, C3H10N2O2 (the ωB97M-V functional and the def2-TZVPD basis).

Summary:
Energy relative to the best compared isomer or geometry (same formula, charge and spin) (kJ/mol): 733.3
HOMO energy (alpha / beta) (eV): -8.34 / -8.57
Kohn-Sham gap (alpha / beta) (eV): 8.43 / 8.75

The geometry in ORCA input format:
```
! RIJCOSX wB97M-V def2-TZVPD def2/J DEFGRID3
* xyz 0 1
C -0.4565 -0.2327 0.9613
C 0.1504 1.5405 -0.5866
C -1.0201 -1.1945 -0.0525
N 0.1841 0.9618 0.7214
N 1.9582 -0.7179 -0.5842
O 1.5796 -0.3889 0.7080
O -1.7606 0.9102 1.4289
H -2.2322 1.1658 0.6231
H -0.2901 -0.6304 1.9544
H 1.9085 -1.7262 -0.7202
H 2.9180 -0.4115 -0.7229
H 1.1343 1.3013 -1.0335
H -0.5720 1.1607 -1.3157
H 0.0079 2.6152 -0.4986
H -0.4113 -2.0977 -0.0640
H -2.0322 -1.4672 0.2416
H -1.0661 -0.7884 -1.0607
*
```

6.
Entry from the Open Molecules 2025 dataset: a molecular structure, C20H36IMoN5OP2S (the ωB97M-V functional and the def2-TZVPD basis).

Summary:
Energy relative to the best compared isomer or geometry (same formula, charge and spin) (kJ/mol): 6.1
HOMO energy (eV): -13.24
Kohn-Sham gap (eV): 7.99

The geometry in ORCA input format:
```
! RIJCOSX wB97M-V def2-TZVPD def2/J DEFGRID3
* xyz 2 1
Mo -0.2336 -0.2894 -0.3532
C 3.1928 -1.4098 0.4363
P 2.2234 -0.0977 -0.3691
C 3.0852 0.1620 -1.9577
C 2.6373 1.4210 0.5541
C 3.9099 1.6310 1.0776
C 4.2032 2.8036 1.7578
C 3.2301 3.7808 1.9072
C 1.9630 3.5846 1.3794
C 1.6560 2.4055 0.7066
P 0.0136 2.0990 -0.0109
C -0.0121 3.0914 -1.5376
C -1.1704 2.9584 1.0605
H 2.9466 -2.3733 -0.0089
H 2.9302 -1.4480 1.4933
H 4.2654 -1.2459 0.3400
H 4.1400 0.3657 -1.7696
H 2.6558 1.0223 -2.4721
H 3.0080 -0.7034 -2.6173
H 4.6813 0.8796 0.9657
H 5.1914 2.9550 2.1706
H 3.4579 4.6964 2.4360
H 1.2154 4.3579 1.5044
H 0.2600 4.1251 -1.3229
H -1.0108 3.0664 -1.9746
H 0.6961 2.6849 -2.2603
H -0.9962 4.0335 1.0815
H -1.1059 2.5621 2.0726
H -2.1767 2.7771 0.6806
C 0.0176 -2.2456 2.9802
C -0.3308 -0.7775 2.7476
C -1.7548 -0.4742 3.2195
C 0.6799 0.1417 3.4328
N -0.2721 -0.5303 1.3160
H -0.0236 -2.4646 4.0472
H 1.0240 -2.4705 2.6250
H -0.6902 -2.8977 2.4679
H -1.8296 -0.6344 4.2949
H -2.4727 -1.1303 2.7260
H -2.0189 0.5626 3.0085
H 0.6553 -0.0349 4.5081
H 0.4438 1.1913 3.2543
H 1.6941 -0.0470 3.0777
C -4.9973 -1.8695 -0.5024
C -4.4681 -0.4389 -0.3742
C -3.4688 -0.1148 -1.4328
N -2.1966 -0.0861 -1.2567
N -1.4432 0.1986 -2.3686
C -2.1883 0.3958 -3.4241
N -1.7089 0.7094 -4.6318
S -3.8846 0.2177 -3.0890
H -5.7152 -2.0732 0.2896
H -4.1829 -2.5899 -0.4211
H -5.5005 -2.0244 -1.4570
H -3.9721 -0.2955 0.5872
H -5.2914 0.2754 -0.4261
H -0.7134 0.7567 -4.7677
H -2.3128 0.8743 -5.4174
N -0.7266 -4.4606 -1.7697
C -0.1073 -3.2864 -1.7710
O -0.5818 -2.3207 -1.1519
C 1.1715 -3.1825 -2.5471
I 0.7849 -2.2816 -4.4406
H -1.5970 -4.5618 -1.2712
H -0.3706 -5.2508 -2.2811
H 1.6349 -4.1459 -2.7339
H 1.8569 -2.5298 -2.0171
*
```

Summary of F_max in eV/A
0.762 11.560 5.447 6.023 4.047 0.301
(order as listed above)